Entry 1:
11
Properties=species:S:1:pos:R:3 method="wB97M-V/def2-TZVPD" total_charge=-1 relative_energy_kcal_mol=104.6
C -2.85 0.32 -0.18
C 0.60 -0.89 0.18
O 2.40 1.12 1.34
O 3.00 -0.48 -0.61
F -1.81 -0.43 0.07
F -2.49 1.27 -1.06
F -3.13 1.00 1.00
F 0.34 -1.43 -0.98
F 0.70 -1.84 1.08
P 1.99 0.35 0.06
H 1.26 1.02 -0.90



Entry 2:
46
Properties=species:S:1:pos:R:3 method="wB97M-V/def2-TZVPD" smiles="CCc1nnc(NC(=O)Cc2ccc(OCc3c(C)noc3C)cc2)s1" total_charge=0 relative_energy_kcal_mol=69.7
C -1.91 -4.42 -1.18
H -1.60 -5.46 -1.08
H -2.70 -4.35 -1.92
H -1.07 -3.83 -1.54
C -2.39 -3.88 0.16
C -2.81 -2.46 0.06
N -2.79 -1.75 -1.00
N -3.23 -0.51 -0.85
C -3.58 -0.21 0.35
N -4.05 0.98 0.79
C -3.96 2.24 0.22
O -4.51 3.16 0.76
C -3.12 2.34 -1.03
C -1.69 1.92 -0.75
C -0.99 1.16 -1.66
C 0.31 0.76 -1.41
C 0.93 1.12 -0.22
C 0.23 1.90 0.70
C -1.06 2.30 0.43
H -1.59 2.91 1.15
H 0.72 2.19 1.62
O 2.20 0.78 0.14
C 3.00 0.06 -0.78
C 4.35 -0.11 -0.18
C 4.98 -1.25 0.22
O 6.19 -0.93 0.72
N 6.36 0.42 0.65
C 5.28 0.93 0.13
C 5.11 2.38 -0.09
H 5.03 2.59 -1.16
H 5.96 2.92 0.31
H 4.20 2.72 0.39
C 4.59 -2.68 0.20
H 3.60 -2.81 0.63
H 4.57 -3.05 -0.83
H 5.31 -3.26 0.77
H 2.56 -0.93 -0.98
H 3.07 0.62 -1.73
H 0.82 0.15 -2.14
H -1.46 0.85 -2.58
H -3.15 3.38 -1.36
H -3.54 1.70 -1.80
H -4.52 0.97 1.69
S -3.40 -1.57 1.47
H -3.23 -4.47 0.53
H -1.59 -3.95 0.91



Entry 3:
50
Properties=species:S:1:pos:R:3 method="wB97M-V/def2-TZVPD" smiles="CNC[C@@H]1C[C@H](CCCS)OC1=O.ClC(Cl)Cl.ClC(Cl)Cl.ClC(Cl)Cl.ClC(Cl)Cl" total_charge=0
C 6.13 1.47 -0.71
N 5.09 0.47 -1.07
C 3.94 0.56 -0.17
C 2.98 -0.61 -0.37
C 2.47 -0.93 -1.79
C 0.93 -0.75 -1.65
C 0.56 0.66 -2.09
C -0.89 1.09 -1.85
C -1.23 1.46 -0.40
S -0.34 2.94 0.16
O 0.66 -0.93 -0.26
C 1.71 -0.40 0.43
O 1.58 0.10 1.51
H 5.69 2.30 -0.16
H 6.58 1.84 -1.63
H 6.88 0.99 -0.10
H 4.78 0.69 -2.00
H 3.39 1.51 -0.28
H 4.31 0.51 0.85
H 3.39 -1.52 0.07
H 2.77 -1.95 -2.01
H 2.81 -0.25 -2.57
H 0.44 -1.50 -2.27
H 0.73 0.69 -3.17
H 1.25 1.39 -1.66
H -1.57 0.33 -2.21
H -1.04 2.00 -2.44
H -2.28 1.73 -0.35
H -1.09 0.64 0.30
H 0.52 2.38 1.01
C -4.11 -1.73 -1.10
Cl -4.69 -0.16 -1.71
Cl -2.37 -1.69 -0.84
Cl -4.96 -2.20 0.37
H -4.32 -2.47 -1.86
C 8.96 2.40 2.01
Cl 8.65 0.68 1.84
Cl 9.29 3.14 0.44
Cl 7.62 3.21 2.82
H 9.84 2.52 2.63
C -8.05 0.77 1.82
Cl -6.66 0.47 0.78
Cl -9.54 0.85 0.87
Cl -8.15 -0.50 3.04
H -7.92 1.72 2.32
C -8.96 -4.88 2.63
Cl -10.48 -3.99 2.53
Cl -7.65 -3.98 1.86
Cl -8.56 -5.27 4.30
H -9.09 -5.81 2.09



In the order shown, the computed total energy values come out to -29060.3140, -41927.5163, -180510.7347 eV.
In the order shown, the computed F_max values come out to 3.52, 1.68, 1.38 eV Å⁻¹.